# 1
{"formula": "C3H3N3O2P", "method": "the ωB97M-V functional and the def2-TZVPD basis", "species": ["P", "O", "O", "N", "N", "N", "C", "C", "C", "H", "H", "H"], "coordinates": [[-0.770, 0.137, 0.813], [-0.855, -1.771, 0.389], [0.829, -2.883, -0.811], [1.486, 0.942, -2.517], [-1.424, 2.479, 2.486], [0.977, 0.186, -1.666], [0.170, -1.899, -0.457], [-0.923, 1.736, 1.772], [0.716, -0.461, -0.710], [0.393, -0.061, 1.503], [1.156, 1.887, -2.558], [-1.757, -0.293, 1.756]], "atomic_forces_ev_per_a": [[-2.000, 0.043, 1.027], [2.157, -1.328, -2.090], [-1.650, 1.693, 0.259], [0.974, -1.051, -1.080], [-0.256, 1.281, 0.665], [1.005, 1.145, 0.160], [0.111, -0.071, 1.996], [0.090, -0.026, -0.154], [-0.118, -1.815, -1.804], [0.447, -0.429, 0.800], [-0.989, 0.472, 0.565], [0.228, 0.088, -0.346]], "mulliken_charge": [0.079, -0.488, -0.621, -1.197, -0.554, 0.616, 0.647, 0.172, 0.153, -0.006, 0.196, 0.004], "orbital_gap_ev": 8.34, "charge": -1}

# 2
{"formula": "C6H14N2O2", "method": "the ωB97M-V functional and the def2-TZVPD basis", "species": ["O", "O", "N", "N", "C", "C", "C", "C", "C", "C", "H", "H", "H", "H", "H", "H", "H", "H", "H", "H", "H", "H", "H", "H"], "coordinates": [[0.783, -0.893, 0.124], [-1.133, 2.099, -0.739], [0.280, 0.840, -1.999], [-0.344, -0.974, 2.080], [-0.004, 1.817, -1.081], [-0.583, -2.798, 0.467], [-0.059, -1.429, 0.831], [1.261, 2.458, -0.507], [0.280, 0.258, 2.526], [-0.786, -0.015, -2.483], [-0.395, -0.951, -2.862], [-1.059, -2.864, -0.506], [1.553, 1.969, 0.418], [1.280, 0.346, 2.151], [1.001, 3.500, -0.342], [-1.322, -3.145, 1.186], [1.079, 0.272, -1.757], [0.244, 0.340, 3.586], [2.049, 2.300, -1.221], [-1.266, -1.067, 2.480], [-1.350, 0.481, -3.277], [0.276, -3.455, 0.532], [-1.545, -0.216, -1.721], [-0.240, 1.128, 2.115]], "atomic_forces_ev_per_a": [[-0.128, 0.091, 0.203], [-0.155, 0.361, -0.133], [-0.189, -0.631, -0.317], [-0.053, 0.765, 0.394], [0.734, -0.747, 0.506], [-0.854, 0.147, 0.582], [0.648, -0.629, -0.353], [-1.112, -0.167, -0.255], [-0.542, 0.733, -1.019], [-0.992, 0.523, -0.027], [0.217, -0.064, -0.032], [0.329, 0.233, -0.251], [-0.185, 0.014, 0.160], [0.563, -0.328, 0.036], [0.440, 0.082, 0.086], [0.012, -0.050, 0.144], [0.274, 0.458, 0.035], [0.101, -0.169, 0.871], [0.478, 0.381, -0.210], [0.003, -0.718, -0.296], [0.201, -0.020, -0.120], [0.109, -0.213, -0.200], [0.229, -0.098, 0.211], [-0.127, 0.044, -0.015]], "mulliken_charge": [-0.614, -0.635, -0.318, -0.226, 0.806, -1.041, 0.639, -1.008, -0.911, -0.855, 0.352, 0.291, 0.125, 0.301, 0.330, 0.355, 0.337, 0.373, 0.378, 0.263, 0.286, 0.258, 0.235, 0.279], "e_above_lowest_ev": 0.704, "orbital_gap_ev": 10.05}

# 3
{"formula": "CH5O3", "method": "the ωB97M-V functional and the def2-TZVPD basis", "species": ["O", "O", "O", "C", "H", "H", "H", "H", "H"], "coordinates": [[0.644, 1.560, -2.668], [-1.376, 0.836, -2.475], [1.765, -3.128, 5.702], [-0.668, 1.788, -2.352], [2.239, -3.329, 4.888], [-7.321, -1.742, 4.379], [-1.115, 2.873, -2.272], [0.760, 0.713, -3.143], [0.839, -3.523, 5.797]], "atomic_forces_ev_per_a": [[0.528, 2.147, 0.413], [-1.662, -0.013, 0.775], [-1.511, -0.211, 0.983], [0.092, -0.668, -2.231], [-0.836, -0.403, -0.005], [0.000, 0.000, 0.000], [1.725, -1.780, 0.410], [-0.683, 0.314, 0.633], [2.346, 0.615, -0.977]], "mulliken_charge": [-0.455, -0.461, -0.656, 0.307, 0.323, 0.000, 0.272, 0.338, 0.333], "e_above_lowest_ev": 0.550, "orbital_gap_ev": 11.69, "multiplicity": 2}

# 4
{"formula": "C5H10ClN", "method": "the ωB97M-V functional and the def2-TZVPD basis", "species": ["Cl", "N", "C", "C", "C", "C", "C", "H", "H", "H", "H", "H", "H", "H", "H", "H", "H"], "coordinates": [[2.904, -0.674, -0.468], [2.399, 1.997, -0.029], [1.967, 0.747, -0.492], [-0.939, -0.358, 0.213], [0.099, 0.118, 0.846], [-0.724, -0.921, -1.211], [-2.147, -0.837, 1.008], [-1.818, -0.906, 2.104], [-0.060, 0.751, 1.717], [1.766, 2.713, -0.269], [-2.529, -1.779, 0.778], [2.400, 1.914, 0.989], [-2.901, -0.094, 0.848], [1.473, 0.668, -1.478], [0.313, -1.246, -1.204], [-0.822, -0.216, -2.082], [-1.380, -1.875, -1.270]], "atomic_forces_ev_per_a": [[1.365, -0.413, 0.625], [1.089, -2.010, 0.943], [-4.345, -0.530, 0.324], [0.068, -2.482, -1.223], [2.440, 2.751, -1.646], [-0.970, -1.096, 0.433], [1.645, 1.980, 1.833], [-0.821, 0.421, -1.422], [0.592, -0.388, 0.550], [-0.865, 0.794, -0.532], [-0.396, -1.569, -0.871], [0.419, 0.436, -0.234], [-0.916, 0.286, 0.365], [0.155, 1.008, 0.763], [0.025, -0.211, -0.286], [-0.465, -0.663, 0.961], [0.979, 1.687, -0.583]], "mulliken_charge": [-0.148, -0.567, -0.161, 1.013, -0.710, -1.047, -1.293, 0.300, 0.248, 0.272, 0.413, 0.305, 0.287, 0.328, 0.226, 0.245, 0.288], "e_above_lowest_ev": 4.348, "orbital_gap_ev": [8.53, 8.53]}

# 5
{"formula": "C22H26BaN2O13", "method": "the ωB97M-V functional and the def2-TZVPD basis", "species": ["Ba", "O", "O", "O", "O", "O", "O", "O", "O", "O", "O", "O", "O", "O", "N", "N", "C", "C", "C", "C", "C", "C", "C", "C", "C", "C", "C", "C", "C", "C", "C", "C", "C", "C", "C", "C", "C", "C", "H", "H", "H", "H", "H", "H", "H", "H", "H", "H", "H", "H", "H", "H", "H", "H", "H", "H", "H", "H", "H", "H", "H", "H", "H", "H"], "coordinates": [[0.097, 0.616, 0.088], [0.532, -2.363, -3.335], [2.717, 0.107, -0.416], [0.464, -1.918, 0.402], [-1.735, 3.184, 0.572], [0.531, 2.905, -1.146], [-1.049, 7.509, -4.974], [-2.423, 7.892, -3.357], [1.258, -3.991, 0.102], [0.380, 1.142, 4.771], [-2.511, -0.069, -0.116], [0.206, -0.385, -2.329], [-1.299, -1.355, 2.887], [0.544, 0.681, 2.579], [-3.750, -1.847, -0.825], [-1.536, 7.215, -3.880], [-0.011, 3.808, -1.803], [0.187, 0.443, 3.770], [-1.127, 4.592, -1.289], [3.297, -1.124, 0.051], [-4.992, -1.106, -0.850], [2.979, -0.102, -1.816], [-1.816, 4.217, -0.055], [-2.606, -1.245, -0.454], [-0.021, 5.271, -3.778], [-1.579, 5.696, -1.974], [4.511, -0.233, -1.808], [2.347, -1.471, -2.114], [-3.720, -3.240, -1.237], [4.738, -1.005, -0.481], [0.659, -1.962, 4.158], [-1.393, -0.951, 5.198], [0.464, 4.191, -3.120], [2.565, -2.218, -0.750], [-0.481, -0.958, 3.984], [0.890, -1.407, -2.633], [1.318, -2.765, -0.028], [-1.048, 6.067, -3.202], [-5.778, -1.663, -0.334], [5.363, -0.439, 0.210], [0.250, -2.966, 4.298], [-2.383, 6.299, -1.567], [-2.295, -0.385, 4.960], [3.218, -3.076, -0.895], [-2.889, -3.416, -1.921], [0.354, 5.558, -4.751], [-0.881, -0.471, 6.028], [5.190, -1.987, -0.626], [2.562, 0.724, -2.385], [-0.756, -1.562, 2.107], [1.246, 3.577, -3.548], [-2.532, 4.997, 0.295], [1.275, -1.695, 5.019], [-1.738, -1.922, -0.494], [4.886, -0.754, -2.689], [1.283, -1.968, 3.261], [-4.651, -3.473, -1.750], [-5.310, -0.910, -1.878], [-3.615, -3.909, -0.380], [4.969, 0.756, -1.770], [3.188, -1.182, 1.131], [-1.675, -1.975, 5.461], [2.909, -1.987, -2.893], [-4.826, -0.159, -0.343]], "atomic_forces_ev_per_a": [[-0.445, 0.755, 0.280], [-0.069, -0.025, 0.043], [-0.006, -0.175, -0.047], [0.169, -0.037, -0.010], [0.192, -0.020, -0.124], [0.198, -0.041, -0.217], [-0.041, -0.072, 0.100], [0.073, -0.112, -0.032], [-0.031, 0.003, 0.095], [0.044, 0.087, -0.011], [-0.345, -0.268, -0.082], [0.170, -0.027, 0.030], [-0.111, 0.008, -0.232], [0.032, 0.077, 0.185], [-0.124, 0.093, 0.016], [-0.040, 0.242, -0.088], [-0.089, 0.413, -0.051], [-0.022, -0.290, 0.072], [0.296, -0.432, 0.027], [0.130, -0.073, -0.106], [0.085, -0.060, 0.032], [0.140, -0.143, -0.069], [-0.274, 0.124, 0.048], [0.243, -0.047, -0.123], [-0.261, 0.347, -0.072], [-0.260, 0.396, -0.133], [-0.058, 0.070, 0.040], [-0.017, 0.089, 0.036], [0.035, 0.044, 0.017], [-0.017, 0.017, 0.046], [0.001, -0.003, -0.011], [0.057, 0.010, -0.091], [0.047, -0.127, 0.143], [-0.060, 0.252, 0.016], [0.086, -0.009, -0.064], [-0.098, -0.152, -0.163], [-0.168, -0.365, -0.033], [0.273, -0.469, 0.130], [-0.003, -0.002, 0.008], [-0.008, 0.026, -0.009], [0.005, 0.002, 0.010], [0.005, -0.056, 0.061], [-0.008, 0.018, 0.060], [0.007, -0.026, 0.003], [0.007, -0.020, 0.010], [0.037, -0.047, 0.005], [-0.040, -0.017, 0.043], [0.013, 0.007, -0.008], [0.002, 0.016, -0.002], [0.243, -0.056, 0.240], [0.003, 0.011, 0.002], [0.020, 0.016, -0.037], [0.005, 0.007, 0.003], [0.067, 0.096, 0.056], [-0.004, -0.030, 0.011], [-0.003, -0.005, 0.004], [0.016, -0.005, -0.038], [-0.027, -0.006, -0.002], [-0.043, -0.017, -0.004], [0.021, -0.010, 0.000], [-0.005, -0.009, 0.016], [-0.039, 0.005, -0.007], [0.015, 0.005, -0.007], [-0.024, 0.017, -0.013]], "mulliken_charge": [2.517, -0.832, -0.666, -0.291, -0.454, -0.660, -0.680, -0.680, -0.832, -0.774, -0.860, -0.668, -0.591, -0.684, 0.242, 0.976, 0.000, -0.180, 0.786, 0.064, -1.039, 0.269, -0.431, 0.759, -0.385, -0.302, -1.010, 0.266, -1.057, -0.924, -1.543, -1.872, -0.552, 0.300, 2.190, -0.124, -0.675, -0.323, 0.362, 0.329, 0.394, 0.429, 0.387, 0.400, 0.362, 0.456, 0.361, 0.339, 0.314, 0.139, 0.424, 0.203, 0.401, -0.048, 0.405, 0.134, 0.382, 0.311, 0.289, 0.359, 0.512, 0.419, 0.340, 0.317], "e_above_lowest_ev": 0.503, "orbital_gap_ev": 7.36, "charge": -2}

The following calculated total energy values (in eV) correspond, in order, to the records above: -21011.16400; -13524.92081; -7257.04251; -19355.34107; -53532.81640.